No. 1
19
Properties=species:S:1:pos:R:3:mulliken_charge:R:1 method="wB97M-V/def2-TZVPD" homo_energy_ev=-13.6047 de_lowest_kcal_mol=124.8 gap_ev=9.5 charge=+1 spin_multiplicity=1 energy_ev=-9369.3217 max_force_ev_per_a=5.0
N -0.67 0.27 0.06 -0.075
N 1.81 -0.09 0.02 0.420
C 2.14 -1.43 0.12 -0.988
C 2.46 1.05 -0.40 -0.473
C 0.63 0.64 0.20 0.409
C -1.13 -1.17 -0.21 -0.823
C 1.30 1.90 0.25 -0.342
C -1.88 1.22 -0.11 -0.860
H 1.98 -1.89 -0.89 0.428
H -0.23 -1.76 -0.21 0.248
H -1.59 2.28 -0.11 0.326
H -1.52 -1.16 -1.24 0.338
H 3.23 -1.72 0.23 0.329
H -2.57 1.11 0.75 0.349
H -1.84 -1.25 0.60 0.353
H 1.58 2.30 1.35 0.286
H 0.89 2.76 -0.34 0.381
H 1.74 -1.98 0.96 0.386
H -2.58 1.09 -1.04 0.309

***

No. 2
20
Properties=species:S:1:pos:R:3:mulliken_charge:R:1 method="wB97M-V/def2-TZVPD" homo_energy_ev=-13.0957 de_lowest_kcal_mol=100.9 gap_ev=9.5 charge=+1 spin_multiplicity=1 energy_ev=-11417.7908 max_force_ev_per_a=3.4
O -3.12 1.06 0.01 -0.309
N 0.19 -0.46 -0.11 0.284
N 0.63 1.86 -0.08 -0.406
C -0.79 -1.22 0.73 -1.163
C 0.58 -1.29 -1.35 -0.933
C -2.16 1.75 0.10 0.193
C -0.33 0.95 -0.45 -0.249
C 1.35 -0.14 0.80 -0.432
C 1.50 1.35 0.65 -0.230
H 2.24 2.02 1.15 0.400
H -0.63 1.03 -1.52 0.316
H -1.88 2.82 0.23 0.372
H -0.20 -1.95 1.22 0.572
H -1.37 -0.53 1.29 0.367
H 1.40 -0.84 -1.89 0.381
H -0.42 -1.26 -1.88 0.446
H 1.02 -2.31 -1.07 0.332
H 2.29 -0.55 0.31 0.305
H 1.07 -0.44 1.82 0.401
H -1.38 -1.85 0.05 0.351